ORCA calculation (wB97M-V/def2-TZVPD) on a structure of composition C47H58BrClNO3P3S2Ti.

- lowest unoccupied orbital energy (spin up / spin down) (eV) = 2.2 / 2.2
- energy above the lowest of the compared OMol25 structures with the same formula, charge and spin (kJ/mol) = 12.7
- HOMO-LUMO gap (spin up / spin down) (hartree) = 0.25886 / 0.26076
- highest occupied orbital energy (spin up / spin down) (eV) = -4.83 / -4.88

```
! wB97M-V def2-TZVPD RIJCOSX def2/J DEFGRID3
* xyz -1 2
Ti -0.15655 -0.02598 0.08707
C -2.76777 -1.55154 2.49638
C -1.53738 -1.38351 3.39625
C -1.93948 -1.07744 4.85009
P -0.33466 -0.26671 2.58900
C 1.20534 -0.24858 3.65896
C 1.35982 0.97112 4.56790
C 1.37950 -1.53407 4.47864
C -0.88336 1.48026 2.72392
C -1.79247 1.99230 3.63345
C -1.93868 3.36240 3.85115
C -2.94803 3.90259 4.83225
C -1.07200 4.19539 3.16143
C -0.18540 3.71036 2.20428
C -0.14175 2.34679 1.88106
N 0.61271 1.73434 0.86843
C 1.43813 2.41963 -0.04760
C 1.32480 3.76292 -0.42930
C 2.26050 4.36038 -1.25817
C 3.33763 3.65188 -1.77825
C 4.38842 4.32147 -2.62491
C 3.36806 2.28905 -1.51420
C 2.43018 1.66455 -0.69981
P 2.30563 -0.16381 -0.55860
C 2.68792 -0.73173 -2.26894
C 1.78450 -0.05509 -3.30295
C 2.51228 -2.25824 -2.34204
C 3.75348 -0.62502 0.51856
C 4.13113 0.52863 1.45503
C 4.99386 -1.11618 -0.22491
H -3.43947 -2.30154 2.92348
H -2.48920 -1.87631 1.49304
H -3.31584 -0.61102 2.39886
H -0.98703 -2.32682 3.36974
H -2.93131 -0.62236 4.88775
H -1.25010 -0.41055 5.36596
H -1.98726 -2.00520 5.42477
H 2.00241 -0.23015 2.91639
H 0.53659 1.05320 5.28177
H 1.40873 1.91023 4.01803
H 2.28636 0.86117 5.13933
H 0.66556 -1.58106 5.30512
H 2.38454 -1.54813 4.90713
H 1.28478 -2.43434 3.87422
H -2.38278 1.31108 4.23075
H -3.27722 3.12611 5.52546
H -3.83567 4.29538 4.33342
H -2.52756 4.72220 5.41865
H -1.07508 5.26054 3.37390
H 0.50505 4.40094 1.74813
H 0.46441 4.33715 -0.12361
H 2.13591 5.40832 -1.51472
H 3.94999 5.08722 -3.26751
H 4.89918 3.59798 -3.26219
H 5.14912 4.80850 -2.00921
H 4.14025 1.68368 -1.98344
H 3.73104 -0.48002 -2.47010
H 0.73324 -0.21324 -3.05866
H 1.97160 -0.50138 -4.28452
H 1.95325 1.01895 -3.37542
H 1.45205 -2.51305 -2.33166
H 2.97023 -2.78965 -1.50566
H 2.95646 -2.63998 -3.26633
H 3.36384 -1.44192 1.12969
H 4.69676 1.29768 0.92446
H 4.75137 0.14101 2.26813
H 3.26106 1.01936 1.89568
H 5.43391 -0.32421 -0.83954
H 4.80115 -1.98172 -0.85728
H 5.74515 -1.41546 0.51199
Br -1.13410 -1.85246 -1.30486
S 3.31602 -4.75595 3.17917
P 2.07392 -4.63672 1.64361
S 1.10838 -2.92929 1.26662
C 0.82193 -5.97803 1.72768
C 1.18546 -7.22862 2.22799
C 0.26694 -8.26984 2.25418
C -1.02721 -8.07010 1.78577
C -1.39810 -6.82632 1.29567
C -0.47667 -5.78199 1.26657
C 2.96312 -5.04039 0.08605
C 4.34447 -4.90535 0.00537
C 5.00886 -5.15926 -1.19187
C 4.29762 -5.56404 -2.31256
C 2.91546 -5.70126 -2.23860
C 2.25306 -5.43391 -1.04880
H 2.19053 -7.36759 2.60825
H 0.55942 -9.23819 2.64346
H -1.74549 -8.88150 1.81000
H -2.40564 -6.66358 0.93090
H -0.75643 -4.80539 0.88625
H 4.88927 -4.60432 0.89292
H 6.08564 -5.04618 -1.24455
H 4.81541 -5.77120 -3.24177
H 2.35226 -6.00881 -3.11178
H 1.17226 -5.50870 -1.00625
C -3.78390 5.74405 -2.67586
C -3.99034 5.30854 -1.24991
C -4.60305 6.12895 -0.31433
C -4.78438 5.69619 0.99055
Cl -5.57353 6.75049 2.14305
C -4.34378 4.45434 1.39336
C -3.71986 3.62166 0.47269
C -3.57240 4.04182 -0.84091
O -2.97540 3.26536 -1.79742
C -3.12864 1.85347 -1.66673
C -1.93685 1.27206 -0.94845
O -0.80439 1.29213 -1.49132
O -2.09526 0.72755 0.19622
H -4.04981 6.79391 -2.79872
H -4.39408 5.14792 -3.35823
H -2.74669 5.60425 -2.98270
H -4.95255 7.11158 -0.60681
H -4.47555 4.13343 2.41594
H -3.33467 2.66029 0.79265
H -3.17450 1.43251 -2.66832
H -4.03150 1.59828 -1.11677
*
```

Mulliken population analysis, charges in e, atoms 1 to 8: -1.128 -1.487 0.965 -1.902 1.856 2.347 -1.668 -1.208

ORCA calculation (wB97M-V/def2-TZVPD) on an isolated molecule of C3H7NO2.

- SMILES = C[C@@H](O)C(N)=O
- lowest unoccupied orbital energy (eV) = 0.8
- energy above the lowest of the compared OMol25 structures with the same formula, charge and spin (kJ/mol) = 42.4
- HOMO-LUMO gap (hartree) = 0.38327
- highest occupied orbital energy (eV) = -9.66

```
! wB97M-V def2-TZVPD RIJCOSX def2/J DEFGRID3
* xyz 0 1
C -1.64311 0.29515 -0.07255
C -0.30370 -0.11819 0.52619
O -0.08015 -1.52166 0.50418
C 0.84248 0.65041 -0.14548
N 1.97579 -0.08168 -0.31884
O 0.72093 1.80915 -0.50213
H -1.90028 1.30885 0.24264
H -2.42554 -0.39287 0.25971
H -1.60519 0.29709 -1.16739
H -0.28588 0.14419 1.59052
H -0.15920 -1.81527 -0.41384
H 2.06434 -0.97201 0.14579
H 2.79953 0.39682 -0.64881
*
```

Mulliken population analysis, charges in e, atoms 1 to 8: -1.236 0.440 -0.603 0.329 -0.357 -0.623 0.321 0.352